A molecular structure, C22H30CsN3O3P. Source: the Open Molecules 2025 dataset; level of theory: ωB97M-V/def2-TZVPD.

Geometry as XYZ:
```
60
Properties=species:S:1:pos:R:3:mulliken_charge:R:1
Cs 0.72063 0.75766 -0.60611 1.1168
C -3.23715 4.73126 -0.16158 -1.0669
C -1.97997 3.90664 -0.19340 0.5016
N -1.95111 2.62102 -0.16474 0.2419
N -3.15262 1.98747 -0.13276 -0.6703
C -3.04511 0.66475 0.01853 0.0055
O -2.03930 -0.05302 0.18465 -0.6830
C -4.39486 -0.03644 -0.00214 0.1989
C -5.59359 0.64258 -0.20715 -0.0127
C -6.79946 -0.04318 -0.22349 -0.7351
C -6.82519 -1.41938 -0.03378 -0.2446
C -5.63466 -2.10294 0.17180 -0.7043
C -4.43033 -1.41381 0.18631 -0.2172
C -0.67649 4.60694 -0.26898 0.3967
C -0.59598 6.00358 -0.25721 -0.6966
C 0.64503 6.61296 -0.34198 -0.3973
C 1.78138 5.82880 -0.43940 -0.6756
C 1.61404 4.44982 -0.44319 -0.1571
N 0.43085 3.85870 -0.35880 -0.1517
H -4.09575 4.06809 -0.13452 0.1701
H -3.31030 5.37605 -1.04214 0.2778
H -3.26244 5.37909 0.71968 0.2590
H -5.55563 1.71301 -0.35296 0.3309
H -7.72496 0.49705 -0.38524 0.3683
H -7.76770 -1.95378 -0.04670 0.3583
H -5.64439 -3.17630 0.32088 0.3749
H -3.48969 -1.92477 0.34457 0.4158
H -1.49375 6.60000 -0.18344 0.2827
H 0.72226 7.69377 -0.33430 0.3940
H 2.76865 6.26397 -0.51374 0.3835
H 2.47201 3.78722 -0.52430 0.3592
C 2.53097 -5.56908 -1.11121 -1.1348
C 2.01192 -4.20017 -1.54150 -0.7512
P 1.75137 -2.91172 -0.24025 0.4475
C 3.40743 -2.90118 0.57205 -0.5978
C 3.48188 -1.93267 1.74908 -1.2440
C 0.71672 -3.83623 0.98830 -0.7090
C -0.13502 -2.89276 1.84024 -1.0411
H 2.56786 -6.25853 -1.95783 0.3948
H 1.89147 -6.01879 -0.34930 0.2459
H 3.53904 -5.50591 -0.70120 0.2642
H 1.04679 -4.30596 -2.04562 0.3825
H 2.68284 -3.75326 -2.28048 0.3728
H 4.11588 -2.58714 -0.19988 0.3825
H 3.68236 -3.91150 0.88860 0.4298
H 3.26339 -0.91559 1.42105 0.2069
H 4.48522 -1.92848 2.18011 0.3670
H 2.78665 -2.21460 2.54244 0.4114
H 1.34186 -4.48144 1.61412 0.3939
H 0.05993 -4.49679 0.41325 0.4193
H 0.48531 -2.21336 2.42699 0.2168
H -0.76513 -3.44841 2.53847 0.4065
H -0.78301 -2.27247 1.21767 0.1852
C 6.03587 0.23813 -0.57606 -0.4738
O 5.15605 0.53098 -1.65405 -0.1459
C 3.79425 0.74042 -1.32104 -0.4208
O 3.56273 0.63898 -0.11149 -0.5754
H 7.03068 0.12198 -1.00764 0.2616
H 5.75223 -0.68124 -0.05567 0.0673
H 6.04798 1.03997 0.16653 0.2147
```

Results
F_max = 0.325 eV Å⁻¹
energy relative to the best compared isomer or geometry (same formula, charge and spin) = 0.00 kcal/mol
total charge = -1
calculated total energy = -43751.33279 eV